Entry 1
Entry from OMol25: the molecule C3H4N2O2 (wB97M-V/def2-TZVPD).

Last column: natural (NBO) charge in e.
Atoms and positions in Å:
C1 -0.854 1.617 -0.478  -0.45
N1 0.088 0.464 -0.264  0.05
N2 -0.256 -0.666 -0.861  -0.16
C2 0.340 -1.636 -0.233  -0.19
C3 1.143 -1.152 0.906  0.69
O1 1.982 -1.624 1.736  -0.54
O2 0.601 0.302 1.029  -0.35
H1 -1.326 1.130 -1.588  0.26
H2 -0.339 2.662 -0.496  0.23
H3 -1.555 1.757 0.432  0.22
H4 0.175 -2.855 -0.183  0.26

Kohn-Sham gap, eV: 9.120
Charge: 0
E_LUMO, eV: -0.2
SMILES string: Cn1ncc(=O)o1

Entry 2
Entry from OMol25: the molecule C3H4N2O2 (wB97M-V/def2-TZVPD).

Last column: natural (NBO) charge in e.
Atoms and positions in Å:
O1 -1.450 -1.580 1.152  -0.71
C1 -0.334 -0.798 1.461  -0.11
C2 0.066 -0.053 0.249  0.45
N1 -0.293 -0.320 -0.961  -0.33
N2 0.336 0.625 -1.770  -0.28
C3 1.016 1.375 -0.985  0.28
O2 0.859 1.022 0.305  -0.41
H1 -1.603 -1.535 0.142  0.50
H2 -0.603 -0.119 2.254  0.20
H3 0.497 -1.415 1.883  0.19
H4 1.643 2.253 -1.169  0.21

Kohn-Sham gap, eV: 11.269
Charge: 0
E_LUMO, eV: 0.8
SMILES string: OCc1nnco1

Which is most stable? The ranking, best first, is entry 2, entry 1.